(1)
ORCA calculation (ωB97M-V with the def2-TZVPD basis set) on C13H28NO3P2Ru as an isolated structure in a non-equilibrium geometry.

Values from the calculation:
E: -42719.311 eV
multiplicity: 6
LUMO level (spin up / spin down): 0.38 / -1.92 eV
Kohn-Sham gap (spin up / spin down): 0.1710 / 0.2332 hartree
charge: 0
E_HOMO (spin up / spin down): -4.2739 / -8.2616 eV

```
48
Properties=species:S:1:pos:R:3:forces:R:3
C 1.5097 3.2226 -0.1392 0.630 2.577 -0.102
C 0.9347 2.0620 0.4072 -1.819 -0.648 1.960
N 0.9576 0.8919 -0.2897 -1.748 -2.488 1.766
C 1.7087 0.7978 -1.4058 -0.593 -2.385 -0.788
C 2.4185 1.9011 -1.8826 1.252 1.389 -1.140
C 2.2955 3.1098 -1.2603 1.325 2.306 -0.948
C 0.4444 2.0988 1.8282 -1.148 -0.732 -1.317
P -0.3629 0.4593 2.2666 1.877 1.248 0.404
Ru -0.1462 -0.8978 0.4803 -1.084 0.203 -1.340
P 0.6562 -1.7649 -1.4649 1.103 0.761 -2.236
C 1.8878 -0.4991 -2.1102 -0.206 -0.684 0.670
O -3.5378 4.1828 -0.5761 -0.187 0.599 0.017
O -1.8453 0.6121 -2.7117 -1.004 -0.263 -0.580
H 1.4273 4.1672 0.4020 -0.059 -0.262 -0.225
H 3.0193 1.7529 -2.7542 0.314 0.150 -0.401
H 2.8023 4.0017 -1.6635 -0.285 -0.559 0.216
C 0.7840 0.2839 3.6541 -0.354 -0.705 0.677
C -2.0120 0.7836 2.9218 -0.109 -0.044 0.300
H 1.8104 -0.4176 -3.2080 -0.208 0.121 0.227
H 2.9035 -0.9133 -1.9662 -0.024 0.000 0.204
H -0.2254 2.9306 2.1255 0.293 -0.029 -0.521
H 1.2932 2.1376 2.4767 0.603 0.347 0.612
C 1.5347 -3.3441 -1.5299 0.027 -0.131 0.232
C -0.4345 -1.9129 -2.9220 -0.414 -0.091 -0.056
H -1.7096 -0.8133 0.9228 -0.468 0.312 -0.324
H -2.3305 0.2704 -1.9357 0.966 0.971 -0.158
H -3.1797 3.3147 -0.4172 0.283 -0.382 0.086
H -2.9678 4.8013 -0.1014 -0.065 -0.224 -0.117
H 1.3013 -1.6062 0.7607 -0.076 -0.164 0.740
H -1.1977 1.3095 -2.5788 -0.234 -0.043 0.961
H 0.5771 1.1168 4.3238 0.134 -0.035 0.312
H 0.6872 -0.6660 4.1634 -0.072 -0.180 0.224
H 1.8013 0.3784 3.2714 -0.171 -0.131 -0.070
H -1.9266 1.3954 3.8207 -0.190 0.114 -0.058
H -2.6277 1.2685 2.1570 0.181 0.014 0.171
H -2.4899 -0.1652 3.1818 0.125 0.067 -0.003
H 0.1065 -2.1871 -3.8385 0.020 -0.138 0.366
H -1.1924 -2.6656 -2.6869 0.014 -0.101 -0.240
H -0.9615 -0.9647 -3.1019 0.370 -0.471 0.126
H 1.8302 -3.6065 -2.5519 -0.072 0.117 0.190
H 2.4142 -3.2786 -0.8821 -0.186 -0.201 -0.056
H 0.8321 -4.0948 -1.1518 0.324 -0.087 -0.023
C -1.6124 -3.3938 0.5960 -0.901 -0.667 -0.586
C -0.9810 -2.4558 1.5727 2.590 0.581 1.058
O -0.8361 -2.6722 2.7585 -0.912 -0.139 -0.780
H -1.7189 -2.9641 -0.4112 0.025 -0.040 0.327
H -2.6215 -3.6548 0.9412 0.158 -0.040 -0.007
H -1.0202 -4.3126 0.5093 -0.027 0.187 0.227
```
Positions in Å, forces in eV/Å.

***

(2)
ORCA calculation (ωB97M-V with the def2-TZVPD basis set) on C29H47Ge2IrN3O2S2Si3 as an isolated structure.

Values from the calculation:
E: -200579.790 eV
LUMO level: 1.55 eV
Kohn-Sham gap: 0.2300 hartree
charge: -1
E_HOMO: -4.7103 eV
ΔE to the lowest compared entry with this formula, charge and spin: 0.0 kJ/mol

```
89
Properties=species:S:1:pos:R:3:forces:R:3
Ir 0.0263 0.9088 0.0662 0.248 -0.480 -0.009
C 5.2060 -0.8007 -2.1532 0.013 -0.026 -0.055
Si 3.5537 0.1211 -2.1439 0.006 0.039 0.035
C 2.3612 -0.8155 -3.2772 -0.008 -0.023 -0.031
C 3.9594 1.7961 -2.9404 -0.006 0.032 0.018
Ge 2.5939 0.3159 0.0306 -0.135 -0.003 0.097
Si 4.0729 1.7809 1.1944 0.038 -0.062 -0.010
C 4.0649 1.4359 3.0511 -0.016 0.023 0.024
C 5.8634 1.5840 0.6211 0.026 -0.015 0.011
C 3.6718 3.6008 0.9462 -0.003 0.001 -0.008
Si 3.0726 -1.8805 0.8872 0.098 0.046 -0.086
C 4.8800 -2.0507 1.4367 0.004 -0.016 0.015
C 2.0346 -2.4110 2.3635 -0.034 0.004 0.016
C 2.8102 -3.1951 -0.4360 -0.013 -0.014 -0.008
H 5.5045 -1.0031 -3.1874 0.014 0.011 0.001
H 5.1615 -1.7536 -1.6255 0.008 0.004 -0.007
H 5.9888 -0.1968 -1.6904 0.012 0.006 0.012
H 2.2803 -0.3316 -4.2547 0.013 -0.011 -0.009
H 1.3611 -0.8745 -2.8415 -0.002 -0.004 -0.006
H 2.6998 -1.8421 -3.4351 0.005 -0.005 0.009
H 4.7999 1.6932 -3.6335 -0.005 0.000 -0.011
H 4.2328 2.5391 -2.1869 0.034 -0.003 -0.013
H 3.1051 2.1895 -3.4930 -0.008 0.001 0.002
H 4.4802 0.4472 3.2572 -0.006 0.001 0.012
H 3.0533 1.4583 3.4614 -0.003 -0.004 0.010
H 4.6629 2.1760 3.5917 0.010 -0.003 -0.004
H 6.1896 0.5445 0.6685 0.026 -0.001 0.007
H 6.5344 2.1780 1.2499 -0.015 0.019 0.002
H 5.9808 1.9263 -0.4102 0.000 -0.007 -0.006
H 2.7077 3.8741 1.3738 0.056 -0.014 -0.012
H 3.6524 3.8528 -0.1183 -0.014 0.010 -0.001
H 4.4403 4.2173 1.4238 0.003 0.011 -0.010
H 5.0460 -1.6158 2.4249 -0.001 0.025 -0.012
H 5.5692 -1.5715 0.7408 0.012 -0.024 -0.026
H 5.1465 -3.1113 1.4915 -0.010 -0.003 0.025
H 2.1237 -1.7239 3.2072 0.001 0.002 0.010
H 2.3630 -3.4019 2.6932 0.004 -0.001 0.004
H 0.9833 -2.4790 2.0812 -0.022 -0.005 0.004
H 3.5068 -3.0873 -1.2695 -0.018 -0.008 0.001
H 1.7932 -3.1509 -0.8268 -0.023 -0.002 0.001
H 2.9671 -4.1846 0.0067 0.003 -0.003 -0.010
C 0.0733 0.3918 2.1221 -0.122 0.039 -0.072
C -0.6468 1.3665 2.9835 0.025 -0.092 0.179
C -2.0143 1.2236 3.2492 0.009 -0.026 -0.018
C -2.6895 2.1137 4.0575 0.001 -0.005 0.005
C -2.0011 3.1806 4.6376 -0.027 0.034 0.014
C -0.6388 3.3318 4.4013 0.014 0.018 -0.035
C 0.0233 2.4291 3.5891 -0.010 0.045 -0.068
C -2.6996 4.1174 5.4726 -0.002 -0.003 0.004
N -3.2626 4.8626 6.1451 0.005 -0.008 -0.005
H -0.3688 -0.5966 2.2400 -0.007 -0.024 -0.014
H 1.1170 0.3269 2.4193 0.004 0.022 0.088
H -2.5474 0.3866 2.8110 -0.004 0.006 -0.020
H -3.7473 1.9913 4.2509 0.000 0.001 -0.002
H -0.1064 4.1661 4.8373 0.008 0.004 0.010
H 1.0808 2.5630 3.3986 0.011 0.007 -0.006
C -4.8728 0.5009 -0.7624 -0.007 -0.009 0.041
Ge -3.1051 1.0058 -1.4460 -0.057 -0.304 0.066
C -2.5236 -0.3301 -2.7345 -0.007 0.004 -0.042
C -3.1946 2.7981 -2.2347 -0.014 0.051 -0.017
C -1.8482 1.2567 0.0351 0.126 0.237 -0.048
H -5.5706 0.3677 -1.5906 -0.006 0.009 0.001
H -5.2722 1.2592 -0.0883 0.012 0.009 0.002
H -4.8019 -0.4429 -0.2207 -0.021 -0.003 -0.002
H -3.3312 -0.5404 -3.4382 0.005 0.014 -0.019
H -2.2484 -1.2454 -2.2122 -0.014 0.001 -0.035
H -1.6519 0.0144 -3.2916 0.001 0.008 0.010
H -4.1224 2.8893 -2.8022 0.019 0.046 -0.026
H -2.3480 2.9555 -2.9027 -0.005 0.006 -0.003
H -3.1792 3.5677 -1.4615 -0.014 -0.004 0.012
H -2.2626 1.9055 0.8159 -0.071 0.081 -0.018
O 0.7468 4.9293 1.8396 -0.042 -0.010 0.103
S -0.1685 4.4829 0.8333 0.094 -0.062 -0.188
O -1.5559 4.3371 1.1704 -0.005 0.008 0.032
N 0.3609 3.0951 0.0674 -0.118 0.149 0.044
C 0.4670 3.2841 -1.2436 -0.030 0.165 0.105
S 0.5153 1.8975 -2.1707 -0.107 0.056 -0.150
C 0.3671 4.6940 -1.6790 0.028 -0.196 0.002
C 0.5475 5.2395 -2.9378 -0.003 0.061 -0.002
C 0.3662 6.6091 -3.0830 0.011 -0.052 0.011
C 0.0047 7.4045 -1.9980 -0.013 0.041 0.007
C -0.1847 6.8527 -0.7361 0.025 -0.039 -0.045
C 0.0057 5.4923 -0.6126 -0.033 0.102 0.048
H 0.8216 4.6095 -3.7740 0.008 -0.003 -0.001
H 0.5076 7.0663 -4.0535 -0.005 0.006 0.000
H -0.1336 8.4684 -2.1408 0.004 -0.002 0.001
H -0.4664 7.4603 0.1132 -0.006 0.003 -0.001
N -0.4910 -2.0986 -0.6033 0.052 -0.021 0.024
C -0.2483 -0.9932 -0.3569 -0.003 0.131 0.050
```
Positions in Å, forces in eV/Å.

***

(3)
ORCA calculation (ωB97M-V with the def2-TZVPD basis set) on a 5-piece molecular cluster, C29H53B2F12IN2O13P overall in a non-equilibrium geometry.

Values from the calculation:
E: -111888.248 eV
LUMO level: 1.55 eV
Kohn-Sham gap: 0.2199 hartree
charge: -1
E_HOMO: -4.4346 eV

```
113
Properties=species:S:1:pos:R:3:forces:R:3
C 0.0279 -1.4697 4.2207 0.126 0.091 0.285
O -1.0775 -2.3061 4.4988 0.305 -0.226 -0.356
C -1.9170 -2.5411 3.3789 -0.421 0.104 0.274
C -3.0491 -1.5126 3.2439 -0.147 0.103 -0.373
C -2.8893 -0.5088 2.0846 0.471 0.018 0.520
C -2.2843 0.8522 2.4935 0.012 -0.012 -0.411
C -1.1092 1.2713 1.6097 -0.099 0.025 -0.127
C -0.8470 2.7705 1.6320 0.236 -0.083 0.130
C 0.2947 3.2449 0.7236 0.062 -0.003 0.364
C 0.3037 2.5910 -0.6377 -0.596 -0.013 -0.590
O -0.9533 2.7669 -1.2490 0.384 0.126 0.101
P -0.9570 3.2776 -2.9245 -0.963 0.975 -0.063
C -0.5816 1.4633 -3.5118 0.572 -0.134 -0.143
C -0.8393 1.2465 -4.9795 -0.114 -0.478 0.352
C -2.2538 0.8533 -5.3570 0.047 0.369 -0.053
I 0.4533 -0.4216 -5.6867 0.105 0.021 -0.176
B -2.9181 3.1615 -2.8843 -0.276 -0.191 0.221
N -3.7332 1.9824 -2.6342 0.439 -0.062 -0.379
O -3.6188 4.3466 -3.0657 0.183 -0.055 -0.541
O 0.7799 3.6083 -2.7904 0.148 0.412 0.120
C 1.3895 3.0457 -1.6606 0.217 -1.228 0.145
B 2.6568 3.8993 -1.2477 0.086 0.315 -0.364
N 3.8516 3.9102 -2.1388 -0.305 0.098 -0.041
O 2.7161 4.6763 -0.1315 -0.515 0.324 0.041
H 0.8925 -1.8484 4.7670 -0.007 0.022 0.123
H -0.1664 -0.4439 4.5428 -0.004 0.084 -0.054
H 0.2996 -1.4556 3.1638 -0.140 -0.052 -0.112
H -1.3225 -2.5744 2.4627 0.070 -0.058 -0.052
H -2.3578 -3.5264 3.5313 0.104 -0.100 0.073
H -3.1244 -0.9884 4.1972 -0.083 0.015 0.059
H -3.9910 -2.0462 3.1062 -0.008 -0.106 0.058
H -2.2217 -0.9629 1.3494 -0.119 -0.033 -0.186
H -3.8460 -0.3444 1.5944 -0.049 -0.021 -0.074
H -1.9901 0.8363 3.5441 -0.010 0.071 0.091
H -3.0489 1.6212 2.3702 -0.080 0.054 0.228
H -0.1973 0.7356 1.8940 0.009 -0.114 0.001
H -1.3479 0.9772 0.5864 0.035 0.027 -0.071
H -0.5874 3.0556 2.6578 -0.153 0.128 0.071
H -1.7727 3.2858 1.3712 -0.050 0.021 -0.092
H 0.2278 4.3297 0.6246 0.059 0.038 -0.162
H 1.2521 3.0499 1.2157 0.040 -0.047 0.011
H 0.4410 1.5070 -0.5244 0.179 -0.025 0.316
H -0.9659 3.7124 -4.3252 0.142 -0.102 0.072
H -1.1568 4.6905 -2.5876 0.178 -0.146 0.217
H -1.0659 0.6937 -2.9047 -0.240 0.035 -0.038
H 0.4867 1.3098 -3.3572 0.015 0.105 0.164
H -0.4923 2.0904 -5.5665 0.139 -0.029 -0.097
H -2.3025 0.4299 -6.3570 -0.083 0.016 -0.056
H -2.6604 0.1439 -4.6394 0.012 -0.135 -0.040
H -2.8702 1.7545 -5.3277 -0.074 0.014 0.021
H -3.1983 1.1304 -2.5488 -0.023 -0.027 0.040
H -4.4948 1.8203 -3.2817 -0.229 0.048 0.251
H -4.5410 4.1580 -3.2579 -0.228 0.130 0.249
H 1.8415 2.0830 -1.9935 0.061 -0.035 0.058
H 4.0930 2.9391 -2.3228 0.108 0.003 -0.056
H 3.5252 4.2300 -3.0510 0.078 0.035 -0.032
H 3.4050 5.3405 -0.2242 0.420 -0.212 0.097
C 1.6627 2.9008 -8.7097 0.155 0.098 -0.144
C 1.6404 1.5472 -9.3817 -0.257 0.003 0.404
O 2.3829 1.5620 -10.6273 -0.021 -0.022 -0.081
C 3.6946 1.4672 -10.5330 -0.156 -0.019 0.053
O 4.3552 1.3624 -9.5438 0.099 0.000 0.017
C 4.3060 1.4677 -11.9502 0.000 0.035 0.091
F 3.7833 2.4338 -12.7100 -0.038 0.088 -0.089
F 4.0688 0.2947 -12.5512 -0.032 -0.117 -0.071
F 5.6192 1.6470 -11.8944 0.154 0.008 0.000
H 1.2906 3.6697 -9.3882 -0.075 -0.014 0.025
H 1.0341 2.8806 -7.8203 -0.008 -0.031 0.012
H 2.6732 3.1746 -8.4094 0.000 -0.053 0.058
H 0.6274 1.2717 -9.6634 0.039 -0.016 -0.138
H 2.0309 0.7693 -8.7278 0.128 0.006 -0.057
C -1.6296 6.9591 -0.0174 0.023 0.199 -0.039
C -1.8406 6.6461 1.4435 -0.009 -0.419 -0.246
O -1.5239 7.7830 2.2920 0.024 0.039 0.058
C -2.4453 8.7152 2.3973 0.060 -0.159 -0.033
O -3.5307 8.7428 1.8962 -0.077 0.068 0.007
C -1.9411 9.8225 3.3473 -0.044 -0.015 -0.085
F -0.6907 10.1894 3.0587 0.120 0.049 -0.013
F -1.9623 9.3845 4.6135 0.008 -0.046 0.129
F -2.7175 10.8974 3.2702 -0.089 0.118 0.004
H -0.6107 7.3068 -0.1912 0.043 -0.106 0.008
H -1.7934 6.0616 -0.6168 0.038 -0.016 -0.006
H -2.3115 7.7361 -0.3627 -0.079 -0.056 0.028
H -1.1630 5.8614 1.7711 0.054 0.083 0.086
H -2.8598 6.3206 1.6468 -0.048 0.144 0.036
C 1.1106 -5.2567 5.2203 0.224 0.069 -0.264
C 2.1102 -5.4418 6.3373 -0.419 0.114 0.222
O 3.3377 -6.0416 5.8650 0.034 -0.050 0.002
C 4.1949 -5.2257 5.2756 -0.098 -0.033 0.089
O 4.0800 -4.0502 5.1027 0.043 0.069 -0.036
C 5.4507 -6.0198 4.8594 -0.077 0.058 -0.021
F 5.1248 -7.1618 4.2501 -0.013 -0.118 -0.062
F 6.1748 -6.3211 5.9455 0.071 -0.042 0.114
F 6.2050 -5.3054 4.0394 0.103 0.087 -0.091
H 0.9297 -6.2016 4.7151 -0.049 -0.059 0.032
H 0.1687 -4.8775 5.6142 -0.007 0.008 0.010
H 1.4744 -4.5505 4.4745 0.004 0.086 0.080
H 1.7296 -6.1376 7.0822 0.107 -0.095 -0.030
H 2.3349 -4.5023 6.8406 0.122 0.032 -0.101
C 0.9383 -11.6892 5.3754 0.039 0.200 -0.039
C -0.5714 -11.6004 5.3410 0.099 -0.360 0.073
O -1.0189 -10.2290 5.3623 -0.039 0.044 0.017
C -0.9711 -9.5873 4.2050 -0.006 -0.099 0.082
O -0.6116 -10.0203 3.1525 0.013 0.014 -0.088
C -1.4978 -8.1500 4.3926 0.026 -0.046 -0.026
F -0.9615 -7.5809 5.4758 -0.029 0.007 0.123
F -2.8257 -8.1689 4.5450 -0.133 -0.016 0.039
F -1.2062 -7.4071 3.3373 0.040 0.094 -0.125
H 1.3307 -11.1553 6.2410 -0.009 -0.054 0.041
H 1.2472 -12.7321 5.4377 -0.018 -0.017 0.010
H 1.3786 -11.2524 4.4803 -0.026 -0.045 -0.036
H -1.0069 -12.0484 6.2310 -0.047 0.105 0.033
H -0.9862 -12.1025 4.4680 0.010 0.104 -0.072
```
Positions in Å, forces in eV/Å.